Record 1
One molecule with the formula C12H26Cl2Si, computed with ωB97M-V with the def2-TZVPD basis set.

The net charge is 0. The multiplicity is 1. The total energy comes out at -45790.8172 eV.

Structure (XYZ):
```
41
Properties=species:S:1:pos:R:3:forces:R:3
Cl 0.1670 0.9548 -0.8402 -0.2 -0.1 0.1
Cl -0.0039 -1.4770 1.5240 0.5 0.7 0.0
C -0.3985 -1.5916 -4.8821 -1.0 -0.2 0.1
C -2.9601 1.3576 2.0293 1.1 -0.3 -1.1
C -0.7947 -1.7480 -3.3664 -1.4 0.3 -1.5
C -2.2645 1.8312 3.3006 -0.5 0.4 1.0
C -0.1476 -2.9622 -2.7586 1.2 0.4 1.1
C -1.2899 3.0469 3.1048 -0.4 -1.3 0.3
C 0.7607 -2.5683 -1.5393 0.4 -0.4 0.2
C -0.0421 2.5508 2.3114 -1.2 1.6 -0.3
C 1.8967 -1.5237 -1.7352 -0.3 -0.2 -2.0
C 0.9369 1.5199 2.8469 -1.2 1.9 2.4
C 2.6336 -0.9898 -0.5193 1.5 1.5 1.5
C 1.8655 1.1562 1.8046 1.7 -0.9 -1.8
Si 1.2868 -0.1056 0.5572 0.5 -0.4 -0.2
H -0.6874 -0.6158 -5.3034 0.2 -0.1 0.3
H 0.6880 -1.7357 -5.0324 -0.5 0.1 0.2
H -0.9540 -2.3184 -5.5185 0.6 0.2 0.5
H -3.2257 2.2400 1.4132 -0.2 -0.4 0.3
H -2.2858 0.7453 1.3762 -0.5 0.4 0.5
H -3.8471 0.7579 2.2675 0.2 0.2 -0.2
H -0.5035 -0.8390 -2.8682 0.3 0.3 0.3
H -1.9146 -1.7902 -3.2068 1.1 0.1 -0.5
H -3.1127 2.0516 3.9547 0.2 0.8 0.2
H -1.8166 1.0108 3.8851 0.4 0.1 -0.6
H -0.8644 -3.7491 -2.4677 0.3 0.4 0.1
H 0.5089 -3.4158 -3.4930 0.1 -0.2 -0.2
H -0.9532 3.4945 4.0820 -0.5 -0.5 -0.8
H -1.8627 3.8331 2.5256 0.9 -0.7 0.5
H 1.2574 -3.4988 -1.2272 -0.2 0.2 0.3
H 0.1876 -2.1921 -0.7088 -0.7 -0.4 0.0
H 0.4720 3.4828 2.1141 0.8 0.2 -0.1
H -0.3726 2.2629 1.3063 -0.1 -0.2 0.3
H 1.5119 -0.6292 -2.2666 0.1 -0.6 0.1
H 2.5486 -2.0140 -2.4490 0.7 0.2 -0.1
H 1.5170 1.9069 3.7338 -0.7 -0.1 -0.7
H 0.4358 0.6562 3.2081 -0.7 -0.8 0.4
H 3.4653 -0.1454 -0.7477 -2.2 -1.6 0.0
H 3.3051 -1.6883 0.0628 -1.2 0.2 -0.5
H 2.7091 0.6894 2.3190 0.6 0.2 -0.5
H 2.1476 2.0491 1.2030 0.4 -0.6 0.4
```
Positions in Å, forces in eV/Å.

Record 2
One molecule with the formula C12H26N4O3, computed with ωB97M-V with the def2-TZVPD basis set.

The net charge is 0. As for the relative energy (zero: lowest compared OMol25 entry of this formula, charge and spin): 110.4 kJ/mol. The multiplicity is 1.

Structure (XYZ):
```
45
Properties=species:S:1:pos:R:3:forces:R:3
C -0.3982 1.5039 -1.6588 0.4 1.5 0.7
C -1.2578 0.2779 -1.7432 -3.0 0.7 -0.6
C 0.0337 1.7337 -0.1463 -1.5 -2.1 -1.3
C -1.0816 2.0418 0.8669 1.4 -0.6 1.1
C -2.0667 0.9154 1.2407 -0.4 -1.0 -2.5
C -2.9593 1.0847 2.4481 -0.7 -0.5 -0.5
C 0.7646 -1.1041 -2.0140 0.2 -2.8 0.2
C 1.0877 -1.3231 -3.4748 1.4 -0.3 -1.5
C 1.3624 -2.3237 -1.1859 -1.1 1.2 2.0
C 1.3767 -2.1169 0.4777 -1.4 0.1 -2.9
C 2.4830 -1.2488 0.9860 0.6 -0.2 -0.5
C 2.4349 -1.0220 2.4765 -1.0 -1.3 1.0
H -2.0539 2.6710 -1.9954 0.7 0.2 -0.3
H -0.5808 3.4806 -2.3802 -0.2 -0.3 0.4
H 0.5323 1.4344 -2.2194 0.1 -0.5 0.0
H 0.4726 0.7573 0.1076 0.3 0.3 0.4
H 0.8027 2.4633 -0.2189 0.6 0.8 0.5
H -1.5831 2.9133 0.5720 -1.0 1.3 -0.5
H -0.4857 2.3476 1.7509 -0.5 -0.1 0.0
H -1.4813 -0.0201 1.3132 -0.2 0.2 0.4
H -2.7270 0.6857 0.3291 0.8 0.6 1.4
H -3.6519 1.9264 2.3378 0.4 0.3 -0.1
H -2.2994 1.2780 3.2896 -0.3 -0.2 0.5
H -4.4216 -0.3929 1.8377 1.4 0.8 1.0
H -4.4747 0.0220 3.4160 0.9 -0.2 -0.6
H -1.2956 -1.6193 -2.0594 -1.1 -1.9 -0.4
H 1.3456 -0.2470 -1.7849 0.1 0.9 0.6
H 2.3886 -2.4703 -1.4431 0.6 0.0 -0.5
H 0.8114 -3.2218 -1.5079 0.1 0.2 0.5
H 1.4420 -3.1088 0.8657 0.1 -0.7 0.4
H 0.4202 -1.7009 0.8250 0.0 -0.2 -0.3
H 2.5760 -0.3345 0.4080 -0.3 0.5 0.1
H 3.4240 -1.7551 0.8054 0.4 -0.2 -0.2
H 1.4085 -0.8582 2.8680 0.4 0.4 -0.5
H 2.6338 -2.0324 2.9439 0.3 0.9 -0.3
H 2.8804 0.8972 3.0493 -0.2 0.1 0.0
H 4.1078 0.1166 2.3229 0.0 0.0 0.2
H 0.4928 -0.9105 -5.2189 -0.6 -0.3 1.4
N -1.0795 2.5995 -2.3122 -1.1 -0.1 0.1
N -3.7869 -0.1558 2.6543 -1.1 0.1 0.0
N -0.6593 -0.9283 -1.8254 1.5 2.1 1.1
N 3.3290 -0.0007 2.9635 0.5 0.0 0.1
O -2.5160 0.4049 -1.7418 3.0 -0.7 -0.2
O 2.1482 -1.7204 -3.9313 -1.0 0.4 1.0
O 0.1016 -0.9397 -4.2937 0.2 0.3 -1.4
```
Positions in Å, forces in eV/Å.